A structure of composition C21H26Cl2N2O5SSi2Te4W. Source: the Open Molecules 2025 dataset; level of theory: ωB97M-V/def2-TZVPD.

Properties
Multiplicity: 1
E_HOMO (eV): -1.16
Net charge: -2
Relative energy (zero: lowest compared OMol25 entry of this formula, charge and spin) (kcal per mole): 19.21

Element x y z (Å)
W -0.22530 0.14756 -1.80343
Cl 1.18616 3.83807 -1.08112
C -0.21356 3.75956 -0.06545
C -0.66708 4.99873 0.43085
C -1.75727 5.06373 1.23324
Cl -2.27760 6.62625 1.83114
C -2.47228 3.89475 1.58214
C -3.64815 3.89150 2.35536
C -4.29568 2.71317 2.57968
C -3.74842 1.52830 2.04934
N -2.64650 1.49851 1.34659
C -2.00865 2.65549 1.08083
C -0.85311 2.57337 0.22453
O -0.45731 1.39261 -0.21970
H -0.13621 5.89655 0.14851
H -4.03126 4.82745 2.73954
H -5.21780 2.67425 3.14537
H -4.24797 0.57527 2.18530
Te -3.07836 -1.13436 -1.49309
Te -5.29090 -1.25431 0.00185
Te -3.95903 3.33618 -1.74651
Te -2.71386 1.29732 -2.86387
O 2.51756 1.50491 -4.84915
S 1.07117 1.47134 -4.87620
O 0.42455 2.72605 -5.13374
O -0.71263 -0.99242 -3.00591
O 0.68375 1.33694 -2.71348
C 1.11966 0.47861 2.32625
Si 1.92820 -0.31788 0.83044
C 2.97160 0.88404 -0.16528
C 3.25527 -1.47700 1.53831
C 0.70793 -1.28541 -0.24194
C 1.55425 -1.98123 -1.24037
C 2.08943 -3.27704 -1.23263
C 2.87322 -3.67894 -2.29541
C 3.12693 -2.80747 -3.34821
C 2.55572 -1.54947 -3.30233
N 1.80094 -1.17090 -2.27881
Si -0.40466 -2.43739 0.76876
C -1.11748 -3.76129 -0.37731
C -1.67514 -1.53647 1.79193
C 0.58159 -3.44213 2.05529
H 1.82094 1.19173 2.77070
H 0.88795 -0.27613 3.08288
H 0.19828 1.00131 2.07806
H 3.41832 1.62082 0.50891
H 2.42221 1.41673 -0.93653
H 3.78305 0.33734 -0.65364
H 4.04388 -0.85202 1.96996
H 3.71593 -2.08333 0.75393
H 2.88862 -2.14542 2.31919
H 1.88745 -3.94575 -0.40932
H 3.29186 -4.67909 -2.30436
H 3.74214 -3.09902 -4.18861
H 2.69838 -0.81804 -4.08897
H -1.03315 -3.48198 -1.42936
H -2.17730 -3.91929 -0.16160
H -0.59671 -4.71374 -0.23663
H -1.83782 -0.51561 1.43828
H -1.36437 -1.50056 2.84054
H -2.64619 -2.03725 1.73500
H 1.45144 -3.96350 1.65027
H -0.10184 -4.19839 2.45684
H 0.91520 -2.82568 2.89318

Cartesian forces, eV/Å:
W -0.08 0.14 -0.48
Cl 0.03 -0.08 0.00
C -0.02 0.18 0.06
C -0.01 -0.01 0.03
C 0.01 -0.03 -0.01
Cl -0.01 -0.02 -0.01
C 0.09 0.03 0.02
C -0.02 -0.01 0.05
C 0.00 -0.02 -0.01
C 0.05 -0.02 -0.01
N -0.04 0.04 0.01
C -0.04 0.04 0.09
C 0.02 -0.13 -0.21
O -0.01 0.17 0.09
H 0.01 -0.01 0.01
H -0.01 0.00 -0.01
H 0.00 0.00 -0.02
H 0.00 -0.01 0.04
Te -0.55 -0.12 0.03
Te 0.02 0.09 -0.03
Te -0.09 0.06 0.00
Te 0.25 -0.39 0.11
O -0.01 -0.03 0.02
S 0.00 -0.18 -0.02
O -0.05 0.19 -0.05
O -0.03 0.05 0.10
O 0.32 0.10 0.05
C 0.03 -0.01 -0.01
Si 0.04 -0.03 0.16
C -0.05 0.01 -0.02
C -0.02 -0.02 0.04
C -0.13 -0.05 -0.14
C 0.12 0.04 -0.01
C -0.07 0.08 0.03
C 0.01 -0.06 0.03
C 0.04 0.00 -0.07
C -0.01 0.02 0.03
N 0.11 0.00 0.07
Si 0.03 0.03 0.03
C 0.03 -0.01 -0.02
C -0.01 0.00 -0.03
C -0.01 -0.04 -0.02
H -0.02 0.00 0.01
H -0.01 0.00 -0.02
H -0.01 0.00 0.00
H 0.00 0.01 0.00
H 0.00 0.06 0.00
H 0.00 -0.01 0.00
H 0.01 0.00 0.01
H 0.00 0.00 0.00
H 0.04 0.05 -0.06
H -0.01 -0.01 0.00
H 0.00 0.00 -0.01
H 0.00 0.00 0.00
H 0.00 0.00 0.00
H -0.01 0.01 -0.01
H 0.00 -0.01 0.00
H -0.01 0.00 0.00
H 0.03 -0.07 0.04
H 0.01 0.01 0.01
H 0.03 -0.01 0.02
H 0.00 -0.01 0.04
H -0.01 0.01 0.01
H -0.02 0.00 -0.02


A cluster of 2 separate species, C4H11NO in total at a distorted geometry. Source: the Open Molecules 2025 dataset; level of theory: ωB97M-V/def2-TZVPD.

Properties
Multiplicity: 1
E_HOMO (eV): -9.14
SMILES: C=CCCN.O
Relative energy (zero: lowest compared OMol25 entry of this formula, charge and spin) (kcal per mole): 45.67

Element x y z (Å)
C -0.39455 1.27156 1.52161
C 0.85844 0.40163 1.27681
C 0.82077 -0.36043 -0.05540
C -0.24678 -0.96914 -0.56918
N -0.24092 1.95623 2.82299
H -0.45968 1.96916 0.68647
H -1.36167 0.75512 1.53219
H 1.56242 1.22517 1.11250
H 1.28170 -0.21655 2.07511
H 1.68537 -0.24235 -0.68943
H -1.25674 -0.80636 -0.17798
H -0.19106 -1.40217 -1.55666
H -0.31469 2.95591 2.73603
H 0.66758 1.72415 3.19860
H -1.23789 -2.57127 -3.97918
H -0.67806 -3.08694 -5.37016
O -0.49424 -2.60371 -4.56431

Cartesian forces, eV/Å:
C -0.21 -0.55 0.97
C -0.11 0.84 -1.89
C -0.74 0.36 0.54
C -0.22 1.00 -0.15
N -0.11 -0.31 -0.33
H 0.12 0.12 -0.02
H 0.31 -0.33 -0.02
H 0.59 -0.39 0.16
H -0.65 0.09 0.18
H 0.47 -0.53 0.12
H 0.44 -0.60 0.31
H 0.05 -0.14 -0.09
H 0.06 0.16 0.03
H 0.01 0.27 0.16
H -0.79 -0.28 0.02
H -0.50 -0.10 0.16
O 1.28 0.38 -0.16


A structure of composition C32H16F15GeN3PdS2SeSi at a distorted geometry. Source: the Open Molecules 2025 dataset; level of theory: ωB97M-V/def2-TZVPD.

Properties
Multiplicity: 1
E_HOMO (eV): -8.33
Relative energy (zero: lowest compared OMol25 entry of this formula, charge and spin) (kcal per mole): 0.97

Element x y z (Å)
Pd -0.73529 1.48189 -0.29602
C 1.68399 6.44740 -0.17144
Si 3.13788 5.31222 -0.37614
C 4.07693 5.74788 -1.92323
C 4.22689 5.46471 1.12496
C 2.72469 3.47077 -0.54217
C 3.78220 2.55980 -0.48967
C 3.58351 1.17888 -0.53897
C 2.29493 0.69511 -0.61084
N 1.27192 1.54453 -0.69662
C 1.47524 2.86583 -0.68817
S -0.08128 3.66075 -0.79638
H 2.06058 7.47111 -0.05686
H 1.09609 6.19559 0.71515
H 1.01486 6.42399 -1.03571
H 4.41674 6.78851 -1.90542
H 3.43617 5.61556 -2.80001
H 4.95503 5.10765 -2.04837
H 4.57261 6.49859 1.22922
H 5.11089 4.82326 1.07093
H 3.67359 5.20238 2.03104
H 4.79818 2.93421 -0.39014
H 4.41470 0.48850 -0.49799
H 2.05755 -0.35948 -0.61131
Se -3.96174 0.57295 -0.49513
N -2.72459 1.62052 0.25142
C -3.33097 2.65686 0.81702
C -2.69379 3.71403 1.54035
C -3.47704 4.67011 2.09097
C -4.91091 4.65143 1.96691
C -5.55042 3.67456 1.29099
C -4.76891 2.63347 0.69095
N -5.27256 1.61631 0.01735
H -1.62107 3.72957 1.62377
H -3.01430 5.47859 2.64360
H -5.48459 5.44319 2.43268
H -6.62774 3.65383 1.18766
F -3.51805 -3.04389 -1.29243
C -3.47656 -3.64075 -0.09399
C -2.27192 -3.77540 0.57839
C -2.32099 -4.40797 1.80758
F -1.21712 -4.56002 2.55243
C -3.49704 -4.90296 2.33859
F -3.50771 -5.51646 3.52209
C -4.67410 -4.74842 1.63794
F -5.81281 -5.21221 2.14124
C -4.66974 -4.10790 0.41365
F -5.81129 -3.95016 -0.25680
Ge -0.67353 -2.92100 -0.19241
S -1.19125 -0.86056 -0.40312
C -0.23507 -3.74290 -1.92910
C -0.92074 -4.74923 -2.58746
F -1.96121 -5.37019 -2.02476
C -0.54509 -5.19061 -3.84169
F -1.21844 -6.16521 -4.45183
C 0.54412 -4.62138 -4.46754
F 0.90923 -5.04085 -5.67431
C 1.26351 -3.62539 -3.83816
F 2.32233 -3.08690 -4.44265
C 0.86357 -3.20930 -2.58673
F 1.58912 -2.24186 -2.00018
C 0.89415 -3.40519 0.88800
C 1.70289 -2.50620 1.56016
F 1.45179 -1.19267 1.53424
C 2.80877 -2.91474 2.27997
F 3.58117 -2.02803 2.90850
C 3.11815 -4.25820 2.34425
F 4.17762 -4.66189 3.03662
C 2.32977 -5.18506 1.69013
F 2.63132 -6.48051 1.76316
C 1.23984 -4.74353 0.97322
F 0.48535 -5.66753 0.35864

Cartesian forces, eV/Å:
Pd 0.95 -0.73 -0.11
C -0.23 0.07 -0.01
Si 0.01 -0.12 -0.12
C 0.11 0.10 -0.15
C 0.17 0.05 0.17
C 0.20 -0.52 -0.03
C 0.00 0.01 0.01
C 0.06 0.09 -0.01
C 0.00 -0.11 -0.06
N -0.44 0.02 0.18
C -0.21 0.75 0.04
S -0.34 -0.10 0.31
H -0.04 -0.11 -0.01
H 0.03 0.04 -0.08
H 0.05 0.03 0.09
H -0.02 -0.09 -0.01
H 0.07 0.01 0.03
H -0.05 0.05 -0.02
H -0.01 -0.09 0.02
H -0.06 0.05 0.02
H 0.05 0.01 -0.03
H -0.05 -0.07 -0.01
H -0.02 0.03 -0.01
H -0.02 0.11 -0.02
Se -0.03 -0.43 -0.16
N 0.26 0.76 -0.26
C -0.13 -0.06 0.13
C -0.21 -0.10 -0.13
C -0.12 0.04 0.01
C 0.12 0.16 0.10
C -0.02 -0.13 -0.09
C 0.03 0.10 0.13
N -0.04 0.08 0.04
H 0.16 -0.01 0.02
H -0.04 -0.02 0.00
H 0.05 0.00 -0.02
H 0.06 -0.05 0.00
F 0.09 0.04 -0.03
C 0.04 -0.03 -0.01
C 0.05 0.06 -0.09
C 0.07 0.04 -0.05
F 0.04 0.01 -0.02
C 0.02 -0.06 0.14
F 0.02 0.01 0.00
C -0.18 -0.05 0.04
F -0.02 0.00 0.01
C -0.12 0.01 -0.06
F 0.02 -0.02 -0.01
Ge 0.16 -0.22 0.22
S -0.51 0.23 -0.22
C 0.02 0.22 -0.05
C 0.13 0.01 0.10
F -0.10 0.08 0.14
C -0.09 -0.11 -0.08
F -0.01 0.00 0.01
C 0.07 -0.07 -0.20
F 0.01 -0.01 -0.02
C 0.11 0.06 -0.05
F 0.01 0.01 0.02
C -0.15 -0.06 0.02
F 0.01 0.02 0.05
C -0.04 0.08 0.02
C -0.07 -0.08 -0.07
F -0.07 -0.01 0.05
C 0.10 0.05 0.07
F 0.00 0.02 0.01
C 0.15 -0.04 0.11
F 0.03 -0.01 0.02
C 0.06 -0.17 0.01
F -0.01 0.01 -0.01
C -0.05 0.08 -0.02
F -0.05 0.05 -0.01


The highest relative energy (zero: lowest compared OMol25 entry of this formula, charge and spin) belongs to which entry?
C4H11NO


Number 1 is which compound?
C21H26Cl2N2O5SSi2Te4W


Look up the E_HOMO of the second one.
-9.14 eV